Below is a molecular structure, H6O3, with properties calculated with ωB97M-V/def2-TZVPD.

Structure (XYZ):
```
9
Properties=species:S:1:pos:R:3:nbo_charge:R:1
O -0.7808 -1.8354 -0.8776 -1.020
H -1.7068 -1.7103 -1.0854 0.427
H -0.5814 -1.1448 -0.2456 0.432
O -0.4171 -0.1296 0.1923 -0.902
H -0.9679 0.5901 -0.1156 0.452
H 0.4019 0.2904 0.4551 0.433
O 1.1769 0.9634 0.5565 -0.828
H 0.8006 1.8029 0.8210 0.498
H 2.0747 1.1732 0.2994 0.508
```

The electronic energy is -6235.3190 eV. The calculation puts the max |F| at 11.90 eV/Å. The calculation puts the molar mass at 54.045 u. Its frontier orbital gap is 8.40 eV. The charge is 0. The calculation puts the HOMO energy at -8.54 eV. For the relative energy (zero: lowest compared OMol25 entry of this formula, charge and spin), the calculation gives 113.8 kcal per mole.